Molecular formula: C3H5N3
Method: DFT, ωB97M-V with the def2-TZVPD basis set

```
11
Properties=species:S:1:pos:R:3:forces:R:3:nbo_charge:R:1
N -2.075401 -0.252872 0.559602 0.0 0.0 0.0 -0.798
C -1.021054 -0.252911 -0.269364 0.1 -0.2 -0.3 0.400
N -0.496041 -0.875477 -1.229395 -0.3 0.1 0.4 -0.368
N 1.807347 -0.654984 0.645930 0.0 0.4 -0.2 -0.607
C 1.484126 0.331272 -0.085896 0.0 -0.2 0.1 0.109
C 0.155787 0.424035 -0.757453 0.2 0.3 0.0 -0.218
H -2.152222 0.431434 1.290899 0.1 -0.1 -0.1 0.407
H -2.675069 -1.062136 0.595243 0.1 0.1 0.0 0.406
H 2.769308 -0.546319 0.970233 -0.1 0.0 0.0 0.337
H 2.160018 1.171045 -0.301541 0.0 -0.1 0.0 0.151
H 0.043199 1.286910 -1.418258 0.0 -0.1 0.1 0.183
```
Positions in Å, forces in eV/Å.

* SMILES: [H]/N=C/[C@H]1N=C1N
* charge: 0
* multiplicity: 1
* relative energy (zero: lowest compared OMol25 entry of this formula, charge and spin): 49.73 kcal per mole
* gap between HOMO and LUMO: 10.2921 eV

Molecular formula: C3H5N3
Method: DFT, ωB97M-V with the def2-TZVPD basis set

```
11
Properties=species:S:1:pos:R:3:forces:R:3:nbo_charge:R:1
N -1.717610 0.104711 0.020760 -0.2 0.1 0.0 -0.714
C -0.256996 0.060614 0.003680 0.1 0.2 0.0 -0.153
C 0.736683 -0.889777 -0.024956 0.0 0.2 0.0 -0.105
N 1.850755 -0.121768 -0.022224 0.1 -0.1 0.0 -0.344
N 1.603694 1.219453 0.005892 -0.1 0.0 0.0 -0.335
C 0.271214 1.374283 0.022974 0.4 -0.3 0.0 -0.252
H -2.177948 -0.265849 0.855386 0.2 0.0 -0.1 0.414
H -2.197345 -0.238872 -0.814456 0.2 0.0 0.1 0.414
H 0.792539 -1.970947 -0.046803 -0.1 0.2 0.0 0.217
H 2.806642 -0.443626 -0.038972 -0.1 0.0 0.0 0.398
H -1.711625 1.171781 0.038717 -0.3 -0.2 0.0 0.459
```
Positions in Å, forces in eV/Å.

* charge: 0
* multiplicity: 1
* relative energy (zero: lowest compared OMol25 entry of this formula, charge and spin): 95.65 kcal per mole
* gap between HOMO and LUMO: 7.4079 eV

Molecular formula: C3H5N3
Method: DFT, ωB97M-V with the def2-TZVPD basis set

```
11
Properties=species:S:1:pos:R:3:forces:R:3:nbo_charge:R:1
C 1.963546 -0.369999 -0.420504 0.1 0.0 0.0 -0.683
C 0.597406 0.015459 -0.001120 -0.2 0.1 0.5 0.145
N -0.034228 0.237699 0.981291 0.2 -0.1 -0.5 -0.010
N -0.781340 0.656512 1.884522 0.1 -0.1 -0.1 -0.492
N -3.513423 0.382654 -0.633858 1.0 -0.1 -0.4 -0.320
C -2.434945 0.324041 -1.038622 -0.9 0.1 0.3 0.064
H 1.915178 -1.224073 -1.100934 0.0 0.1 0.1 0.243
H 2.401414 0.461106 -0.981276 -0.1 -0.1 0.1 0.248
H 2.620386 -0.614897 0.420385 -0.1 0.0 -0.1 0.228
H -1.322046 -0.127982 2.257158 0.1 0.0 0.0 0.343
H -1.411947 0.259479 -1.367043 -0.2 0.0 0.1 0.234
```
Positions in Å, forces in eV/Å.

* charge: 0
* multiplicity: 1
* relative energy (zero: lowest compared OMol25 entry of this formula, charge and spin): 86.42 kcal per mole
* gap between HOMO and LUMO: 9.3676 eV

Molecular formula: C3H5N3
Method: DFT, ωB97M-V with the def2-TZVPD basis set

```
11
Properties=species:S:1:pos:R:3:forces:R:3:nbo_charge:R:1
C -0.049932 -0.050985 0.645039 2.6 0.3 0.9 0.539
C -0.859508 0.238743 -1.322226 -0.9 0.1 -1.6 -0.081
C 0.466053 0.112853 -1.531602 1.2 -0.8 2.1 -0.126
H -0.676990 -0.464210 2.652616 2.1 0.4 -1.2 0.431
H 1.169496 -0.290658 2.256070 -2.0 -0.2 0.5 0.398
H -1.685477 0.185025 -2.138261 1.6 0.5 1.8 0.218
H 1.097187 -0.132312 -2.340863 0.2 0.2 -1.0 0.210
H 2.045708 -0.332036 0.019120 -1.5 0.3 -0.5 0.414
N 0.156455 -0.338228 2.012351 -0.2 0.3 -0.9 -0.863
N -1.126635 0.280424 0.034784 -1.5 -0.9 0.1 -0.533
N 1.071666 -0.052121 -0.217985 -1.6 -0.3 -0.2 -0.607
```
Positions in Å, forces in eV/Å.

* SMILES: Nc1ncc[nH]1
* charge: 0
* multiplicity: 1
* relative energy (zero: lowest compared OMol25 entry of this formula, charge and spin): 17.91 kcal per mole
* gap between HOMO and LUMO: 8.7489 eV

Molecular formula: C3H5N3
Method: DFT, ωB97M-V with the def2-TZVPD basis set

```
11
Properties=species:S:1:pos:R:3:forces:R:3:nbo_charge:R:1
N -1.967529 -0.174138 0.099449 -0.4 -0.4 -0.1 -0.585
C -0.460330 -0.064975 0.058766 -0.1 0.0 0.0 0.380
N 0.339181 -0.916699 -0.461269 -0.2 0.1 0.1 -0.436
N 1.689354 -0.539251 -0.377025 0.2 0.3 0.2 -0.383
C 2.147034 0.553438 0.162095 0.1 -0.4 -0.3 -0.182
C -1.101532 0.916673 0.685304 0.3 0.1 0.0 -0.294
H -2.434855 -0.108904 -0.802946 0.1 0.1 0.1 0.386
H -2.417249 -0.827594 0.735922 0.2 0.1 -0.1 0.393
H 2.243139 -1.286143 -0.787601 0.0 0.1 0.1 0.374
H 3.249654 0.474116 0.070958 -0.2 0.1 0.0 0.112
H -1.286863 1.973478 0.616349 0.1 -0.1 0.0 0.234
```
Positions in Å, forces in eV/Å.

* charge: 0
* multiplicity: 1
* relative energy (zero: lowest compared OMol25 entry of this formula, charge and spin): 150.98 kcal per mole
* gap between HOMO and LUMO: 8.5481 eV

Molecular formula: C3H5N3
Method: DFT, ωB97M-V with the def2-TZVPD basis set

```
11
Properties=species:S:1:pos:R:3:forces:R:3:nbo_charge:R:1
N -1.713443 -0.573998 -0.228404 -0.2 0.1 0.1 -0.815
C -0.415631 -0.048875 -0.042440 0.3 0.0 0.1 -0.183
C 0.791457 -0.848025 -0.172657 0.0 0.1 0.0 0.112
N 1.952705 -0.347810 0.038052 -0.1 -0.3 -0.1 -0.693
N 0.972949 1.969922 0.475640 -0.7 -0.3 -0.1 -0.190
C 0.020035 1.202161 0.290239 0.6 0.0 0.0 0.123
H -2.313963 -0.003063 -0.808842 0.1 -0.1 0.0 0.368
H -2.193906 -0.806016 0.632803 0.0 0.1 -0.1 0.364
H 0.600543 -1.889628 -0.455577 0.1 0.1 0.0 0.187
H 2.701306 -1.021447 -0.094078 -0.1 0.1 0.0 0.355
H -0.359928 2.338934 0.373852 0.0 0.2 0.1 0.373
```
Positions in Å, forces in eV/Å.

* charge: 0
* multiplicity: 1
* relative energy (zero: lowest compared OMol25 entry of this formula, charge and spin): 109.58 kcal per mole
* gap between HOMO and LUMO: 7.6230 eV